No. 1
C53H43BiBrN7OPS | ωB97M-V with the def2-TZVPD basis set

CARTESIAN COORDINATES (ANGSTROEM)
Bi  -0.3210  0.3340  -2.4243
C  -4.2209  -2.7291  -1.3807
C  -3.3205  -1.8855  -2.2842
N  -2.0333  -2.0545  -2.4447
N  -1.5036  -3.1822  -1.8901
C  -0.3542  -3.1528  -1.1786
N  0.2689  -4.3544  -1.2014
S  0.1644  -1.8375  -0.3174
C  -3.8680  -0.8161  -3.0340
C  -5.2893  -0.7634  -3.2291
C  -5.8019  0.2655  -4.0345
C  -4.9171  1.1916  -4.5246
C  -3.5594  1.0771  -4.2144
N  -3.0362  0.1112  -3.4828
H  -4.9396  -3.3497  -1.9274
H  -4.7539  -1.9958  -0.6845
H  -3.5589  -3.3498  -0.7960
H  -1.9704  -4.0608  -2.2252
H  0.0822  -4.9804  -1.9921
H  1.2334  -4.3160  -0.8876
H  -5.9608  -1.5191  -2.8135
H  -6.8726  0.2642  -4.3076
H  -5.1904  1.9888  -5.2122
H  -2.9100  1.8541  -4.6565
C  3.5377  2.1271  -0.0709
C  4.5068  2.1239  -1.0778
C  4.2011  1.6196  -2.3115
C  2.8946  0.9966  -2.4559
N  1.9481  1.1526  -1.5062
C  2.2900  1.6008  -0.3019
C  2.5891  0.0748  -3.5340
C  3.6113  -0.4290  -4.3672
C  3.3572  -1.2592  -5.4152
C  2.0389  -1.7250  -5.6561
C  1.0350  -1.1603  -4.9239
C  1.3290  -0.3197  -3.8324
H  3.6711  2.5688  0.9016
H  5.5243  2.4426  -0.9124
H  4.8661  1.5181  -3.1676
H  1.5803  1.5720  0.5060
H  4.6558  -0.1849  -4.1322
H  4.2127  -1.5024  -6.1370
H  1.8695  -2.3868  -6.5200
H  -0.0312  -1.3366  -5.0932
Br  -2.0241  2.2730  -0.7731
C  -1.0470  3.6159  -1.6764
C  -0.8942  4.8474  -0.9943
C  -0.5726  6.0067  -1.6860
C  -0.3588  5.9559  -3.0488
C  -0.3963  4.7292  -3.7804
C  -0.2597  4.6482  -5.1710
C  -0.1933  3.4241  -5.8475
C  -0.2979  2.2336  -5.1070
C  -0.5428  2.2535  -3.7726
C  -0.6193  3.4669  -3.0723
H  -1.1288  4.8893  0.0832
H  -0.3387  6.9029  -1.1079
H  -0.2718  6.8647  -3.6535
H  -0.3047  5.5623  -5.7597
H  0.0813  3.3012  -6.9002
H  -0.1533  1.3056  -5.6706
N  1.6221  -7.1477  2.4480
C  2.5707  -6.5565  2.0291
C  3.6442  -5.8220  1.4170
C  3.8078  -5.7801  0.0266
C  4.8810  -5.0789  -0.4978
N  5.7121  -4.4477  0.2836
C  5.6207  -4.4669  1.6176
C  4.5436  -5.0862  2.2244
H  3.1657  -6.3632  -0.6341
H  5.0770  -4.9678  -1.5567
H  6.3202  -3.8420  2.2001
H  4.5002  -5.2707  3.3121
O  0.7456  0.5050  2.4558
P  -0.0961  0.5043  3.7062
C  -0.6418  2.1492  4.1420
C  -0.0111  3.1823  3.4183
C  -0.6029  4.4675  3.5112
C  -1.6888  4.7167  4.4446
C  -2.2580  3.6753  5.1062
C  -1.6863  2.4197  5.0354
C  -1.6380  -0.4779  3.7917
C  -2.7453  0.1079  3.1120
C  -4.0364  -0.4712  3.1944
C  -4.2185  -1.6433  3.9210
C  -3.1485  -2.1784  4.6265
C  -1.8836  -1.6668  4.5377
C  0.7494  -0.2062  5.1025
C  0.1808  -0.3363  6.3573
C  0.9927  -0.4681  7.4718
C  2.3457  -0.6978  7.3753
C  2.8973  -0.8256  6.0763
C  2.1272  -0.5267  4.9739
H  0.8772  3.1115  2.7518
H  -0.2069  5.2948  2.9401
H  -2.1351  5.7186  4.4278
H  -3.1930  3.8131  5.6502
H  -2.0813  1.6155  5.6339
H  -2.6535  0.9629  2.5291
H  -4.8637  0.0249  2.6827
H  -5.2221  -2.1807  3.9938
H  -3.2128  -3.0601  5.2479
H  -1.0163  -2.2521  4.9248
H  -0.8835  -0.2929  6.4382
H  0.5641  -0.4703  8.4761
H  2.9611  -0.7521  8.2666
H  3.9690  -1.0512  5.8975
H  2.5157  -0.3946  3.9988

Values from the calculation:
Spin multiplicity: 1
Net charge: +1

=====

No. 2
C53H43N6O8S6Ta | ωB97M-V with the def2-TZVPD basis set

CARTESIAN COORDINATES (ANGSTROEM)
Ta  -0.6442  0.4022  0.3031
C  0.6648  0.5420  8.8411
C  0.3110  0.2687  7.4074
C  -0.7109  -0.6209  7.0789
C  -1.0216  -0.8953  5.7564
C  -0.2710  -0.2879  4.7617
C  0.7484  0.6107  5.0496
C  1.0192  0.8919  6.3760
S  -0.6307  -0.7661  3.1046
O  -0.0001  0.4065  2.2633
C  0.3294  -2.1821  2.6851
C  -0.4636  -3.3436  2.5606
C  0.1121  -4.4959  2.1208
C  1.4717  -4.5139  1.7321
C  2.0618  -5.6979  1.2269
C  3.3690  -5.7079  0.8391
C  4.1502  -4.5353  0.9417
C  3.6140  -3.3808  1.4314
C  2.2536  -3.3328  1.8374
C  1.6631  -2.1395  2.3544
C  2.6117  -1.0229  2.6667
C  3.2723  -1.1546  3.9306
C  2.8394  -2.0879  4.9136
C  3.4672  -2.1702  6.1212
C  4.5714  -1.3399  6.4195
C  5.0260  -0.4507  5.4916
C  4.3934  -0.3417  4.2276
C  4.8921  0.5274  3.2316
C  4.2557  0.6512  2.0337
C  3.0755  -0.0842  1.7655
S  2.2441  0.1729  0.1885
O  2.5383  -0.9241  -0.7558
C  2.9588  1.6507  -0.4931
C  3.1375  2.8375  0.2068
C  3.5567  3.9618  -0.4805
C  3.7826  3.9322  -1.8582
C  4.1850  5.1759  -2.5964
C  3.6060  2.7272  -2.5301
C  3.1992  1.5838  -1.8594
H  -0.1547  0.2885  9.5122
H  0.9272  1.5894  8.9918
H  1.5303  -0.0575  9.1349
H  -1.2814  -1.0967  7.8687
H  -1.8375  -1.5675  5.5111
H  1.3103  1.0833  4.2531
H  1.8095  1.5936  6.6217
H  -1.5217  -3.3074  2.7964
H  -0.4731  -5.4047  2.0373
H  1.4549  -6.5931  1.1542
H  3.8149  -6.6159  0.4534
H  5.1857  -4.5548  0.6265
H  4.2292  -2.4932  1.4972
H  1.9971  -2.7369  4.7105
H  3.1218  -2.8846  6.8591
H  5.0647  -1.4265  7.3798
H  5.8847  0.1773  5.6985
H  5.8014  1.0855  3.4228
H  4.6682  1.3034  1.2803
H  2.9712  2.8908  1.2763
H  3.7187  4.8878  0.0617
H  4.7153  5.8720  -1.9468
H  3.3005  5.6903  -2.9812
H  4.8246  4.9422  -3.4473
H  3.7929  2.6757  -3.5974
H  3.0673  0.6476  -2.3897
O  -0.1974  -0.1315  -4.0767
C  -0.0663  1.1755  -4.4078
C  0.0685  1.4464  -5.7702
C  0.2174  2.7406  -6.2144
C  0.2408  3.8086  -5.3138
C  0.1121  3.5529  -3.9717
C  -0.0456  2.2402  -3.4897
C  -0.1488  2.0707  -2.0482
O  -0.4345  0.8346  -1.5601
N  0.0580  3.0024  -1.1975
N  -0.0211  2.5261  0.1175
C  0.1651  3.5117  0.9686
S  0.2716  5.1290  0.3953
C  0.6438  5.8682  2.0074
C  0.0066  5.0126  3.0814
S  0.3653  3.2847  2.6792
H  -0.2624  -0.2157  -3.1225
H  0.0508  0.6103  -6.4587
H  0.3153  2.9282  -7.2766
H  0.3521  4.8249  -5.6682
H  0.1232  4.3646  -3.2553
H  0.2248  6.8730  2.0043
H  1.7243  5.9349  2.1317
H  -1.0749  5.1342  3.1102
H  0.4320  5.2109  4.0641
O  0.7931  -3.1614  -1.1110
N  0.3940  -2.1765  -1.3668
O  -0.0908  -1.3867  0.0079
N  -5.1228  1.3212  6.9835
C  -4.7340  1.6071  5.7055
C  -3.3794  1.8535  5.4112
C  -2.9848  2.1180  4.1209
C  -3.9256  2.1437  3.0930
C  -5.2685  1.9127  3.3683
C  -5.6677  1.6370  4.6599
S  -3.4119  2.5549  1.4797
O  -2.4520  3.6150  1.5429
O  -4.5792  2.6692  0.6589
N  -2.5846  1.1948  0.9499
C  -3.3348  0.2039  0.3617
S  -4.9841  -0.1735  0.1923
C  -4.5320  -1.6239  -0.6521
C  -3.1949  -1.7270  -0.7807
N  -2.5274  -0.6707  -0.1942
H  -4.4999  1.5262  7.7426
H  -6.1007  1.3252  7.2117
H  -2.6467  1.8460  6.2105
H  -1.9422  2.3315  3.9076
H  -6.0023  1.9678  2.5726
H  -6.7169  1.4638  4.8716
H  -5.2888  -2.2920  -1.0370
H  -2.6566  -2.5119  -1.2890

Values from the calculation:
Spin multiplicity: 1
Net charge: +2

=====

Values of electronic energy, in order: -6031.85999; -5421.66121, all in Eh.
Values of ΔE to the lowest compared entry with this formula, charge and spin, in order: 81.20; 15.45, all in kJ/mol.